Entry 1:
Below is a single C20H29N3O molecule, with properties calculated with the ωB97M-V functional and the def2-TZVPD basis.

CARTESIAN COORDINATES (ANGSTROEM)
C (5.358, 1.343, -0.137)
C (4.115, 0.525, -0.143)
C (2.988, 0.622, -0.911)
C (2.103, -0.415, -0.478)
C (0.823, -0.809, -0.858)
C (0.231, -1.877, -0.204)
C (0.918, -2.574, 0.801)
C (2.182, -2.202, 1.200)
C (2.764, -1.114, 0.562)
N (3.978, -0.521, 0.743)
H (4.678, -0.807, 1.406)
H (2.704, -2.736, 1.980)
H (0.422, -3.414, 1.261)
C (-1.160, -2.314, -0.524)
O (-1.518, -3.478, -0.493)
N (-1.977, -1.287, -0.863)
H (-1.715, -0.340, -0.595)
C (-3.406, -1.449, -0.977)
H (-3.743, -1.010, -1.924)
H (-3.616, -2.522, -0.991)
C (-4.130, -0.776, 0.192)
H (-5.202, -0.964, 0.103)
H (-3.789, -1.230, 1.123)
C (-3.911, 0.742, 0.215)
N (-2.509, 1.104, 0.407)
C (-2.143, 0.997, 1.813)
C (-0.636, 1.103, 2.008)
C (-0.154, 2.442, 1.471)
C (-0.606, 2.578, 0.024)
H (-0.319, 3.556, -0.366)
H (-0.111, 1.811, -0.573)
C (-2.125, 2.410, -0.130)
C (-2.471, 2.547, -1.615)
H (-2.199, 1.639, -2.148)
H (-1.911, 3.377, -2.040)
H (-3.526, 2.751, -1.778)
H (-2.628, 3.222, 0.432)
H (0.934, 2.508, 1.529)
H (-0.577, 3.254, 2.069)
H (-0.401, 1.003, 3.069)
H (-0.142, 0.293, 1.470)
H (-2.485, 0.030, 2.183)
H (-2.646, 1.784, 2.406)
H (-4.250, 1.134, -0.742)
H (-4.543, 1.188, 1.002)
H (0.310, -0.308, -1.666)
C (2.701, 1.617, -1.986)
H (3.615, 1.913, -2.496)
H (2.237, 2.513, -1.572)
H (2.020, 1.189, -2.718)
H (6.239, 0.704, -0.188)
H (5.368, 2.020, -0.986)
H (5.423, 1.938, 0.775)

Results
- ΔE to the lowest compared entry with this formula, charge and spin: 0.000 eV
- Orbital gap: 8.524 eV
- F_max: 0.0112 Eh/bohr
- HOMO: -7.79 eV

---

Entry 2:
Below is a molecular structure, C20H30B2F8K2O15 in a non-equilibrium geometry, with properties calculated with the ωB97M-V functional and the def2-TZVPD basis.

CARTESIAN COORDINATES (ANGSTROEM)
K (-0.758, -2.164, -1.208)
K (2.414, -2.199, 0.801)
B (0.628, -0.450, 0.178)
F (-0.487, -0.870, 0.769)
F (1.550, -0.103, 1.107)
F (1.120, -1.437, -0.641)
F (0.310, 0.586, -0.683)
B (1.367, -3.664, -1.533)
F (0.315, -3.941, -0.555)
F (1.742, -4.912, -2.003)
F (0.770, -2.825, -2.408)
F (2.420, -3.069, -0.946)
C (0.411, -1.222, 3.275)
C (-0.213, -0.624, 4.481)
C (-0.029, 0.896, 4.430)
O (-1.226, 1.303, 3.850)
C (-2.161, 0.297, 3.953)
O (-3.327, 0.420, 3.572)
O (-1.604, -0.739, 4.547)
H (0.263, -2.302, 3.304)
H (1.419, -0.863, 3.069)
H (-0.102, -0.870, 2.380)
H (0.136, -1.057, 5.418)
H (0.856, 1.217, 3.882)
H (0.038, 1.399, 5.394)
C (2.734, 1.237, -0.904)
C (3.475, 0.916, -2.234)
C (2.601, 1.042, -3.505)
O (3.341, 2.053, -4.129)
C (4.332, 2.394, -3.466)
O (5.151, 3.157, -3.989)
O (4.482, 1.836, -2.300)
H (2.356, 2.259, -0.883)
H (3.510, 1.182, -0.141)
H (1.861, 0.633, -0.655)
H (3.935, -0.053, -2.042)
H (1.539, 1.277, -3.432)
H (2.666, 0.188, -4.179)
C (-2.155, 2.787, -3.616)
C (-1.010, 1.906, -3.436)
C (-1.192, 0.996, -2.237)
O (-0.809, -0.261, -2.883)
C (-0.766, -0.170, -4.189)
O (-0.449, -1.098, -4.981)
O (-1.002, 0.988, -4.547)
H (-1.917, 3.260, -4.568)
H (-2.342, 3.544, -2.854)
H (-3.119, 2.297, -3.757)
H (-0.121, 2.523, -3.303)
H (-2.217, 0.898, -1.882)
H (-0.594, 1.334, -1.391)
C (1.271, 3.093, 1.147)
C (0.011, 2.485, 0.451)
C (-0.834, 1.542, 1.250)
O (-2.135, 1.977, 1.334)
C (-2.193, 3.219, 0.781)
O (-3.088, 3.975, 0.887)
O (-0.881, 3.571, 0.427)
H (1.447, 3.975, 0.531)
H (2.119, 2.428, 0.982)
H (1.124, 3.480, 2.155)
H (0.020, 2.320, -0.627)
H (-0.444, 1.408, 2.259)
H (-0.863, 0.590, 0.721)
C (-2.825, -2.601, 2.497)
C (-1.611, -2.743, 1.467)
C (-0.816, -4.043, 1.446)
O (-1.609, -4.876, 0.703)
C (-2.477, -4.192, 0.053)
O (-3.355, -4.594, -0.720)
O (-2.297, -2.893, 0.237)
H (-2.337, -2.427, 3.456)
H (-3.361, -3.547, 2.576)
H (-3.482, -1.774, 2.229)
H (-0.928, -1.895, 1.493)
H (-0.711, -4.448, 2.453)
H (0.113, -3.962, 0.882)

Results
- ΔE to the lowest compared entry with this formula, charge and spin: 16.649 eV
- Orbital gap: 9.363 eV
- F_max: 0.1753 Eh/bohr
- HOMO: -10.46 eV

---

Entry 3:
Below is a molecular structure, C20H30CeClO2 in a non-equilibrium geometry, with properties calculated with the ωB97M-V functional and the def2-TZVPD basis.

CARTESIAN COORDINATES (ANGSTROEM)
O (0.753, -0.595, -5.712)
C (1.003, 0.607, -6.521)
C (0.999, 0.009, -7.905)
H (1.992, 0.967, -6.245)
H (0.242, 1.377, -6.474)
C (0.797, -1.243, -7.030)
H (1.964, 0.099, -8.423)
H (0.165, 0.262, -8.572)
C (2.049, -2.054, -7.278)
H (2.940, -1.404, -7.216)
H (1.948, -2.446, -8.301)
H (2.172, -2.872, -6.562)
C (-0.511, -1.932, -7.344)
H (-1.344, -1.221, -7.301)
H (-0.682, -2.738, -6.625)
H (-0.433, -2.333, -8.360)
Ce (0.315, -0.498, -1.396)
C (-1.608, -0.824, 0.645)
C (-1.391, 0.577, 0.531)
C (-1.906, 1.003, -0.734)
H (-0.952, 1.223, 1.297)
C (-2.430, -0.148, -1.411)
C (-2.241, -1.282, -0.555)
H (-2.584, -2.303, -0.742)
H (-1.414, -1.419, 1.539)
H (-1.957, 2.038, -1.089)
H (-2.898, -0.140, -2.399)
C (1.288, -2.173, 0.567)
C (0.585, -3.024, -0.344)
C (1.233, -2.950, -1.622)
H (-0.268, -3.647, -0.088)
C (2.356, -2.054, -1.487)
C (2.382, -1.583, -0.130)
H (3.103, -0.891, 0.307)
H (1.063, -2.032, 1.622)
H (0.935, -3.493, -2.526)
H (3.067, -1.781, -2.268)
O (0.248, 2.809, -5.165)
C (-0.728, 2.045, -4.392)
C (-1.922, 3.003, -4.430)
H (-0.394, 1.866, -3.336)
H (-0.952, 1.054, -4.789)
C (-1.319, 4.423, -4.327)
H (-2.707, 2.802, -3.703)
H (-2.287, 2.865, -5.466)
C (0.185, 4.158, -4.522)
H (-1.541, 4.964, -3.409)
H (-1.737, 5.008, -5.147)
H (0.679, 4.046, -3.528)
H (0.667, 4.976, -5.059)
Cl (1.011, 2.903, -0.395)
C (1.581, 1.273, -0.327)
H (2.470, 1.175, -0.973)
H (1.807, 1.069, 0.728)

Results
- Orbital gap (spin up / spin down): 7.859 / 7.855 eV
- F_max: 0.0434 Eh/bohr
- Spin multiplicity: 2
- HOMO (spin up / spin down): -7.63 / -7.62 eV

---

Entry 4:
Below is 2 unconnected molecules or ions with the total composition C20H30ClF3O7PS2 in a non-equilibrium geometry, with properties calculated with the ωB97M-V functional and the def2-TZVPD basis.

CARTESIAN COORDINATES (ANGSTROEM)
C (2.047, 3.231, 0.326)
O (3.349, 3.660, 0.016)
C (3.869, 3.031, -1.142)
C (4.678, 1.768, -0.802)
C (4.510, 0.700, -1.878)
C (5.016, -0.705, -1.527)
C (4.678, -1.182, -0.117)
C (3.193, -1.107, 0.212)
C (2.354, -2.129, -0.586)
C (1.149, -2.655, 0.216)
C (-0.157, -2.115, -0.273)
C (-0.937, -1.241, 0.408)
C (-0.583, -0.631, 1.741)
C (-1.044, -1.423, 2.985)
C (-1.700, -0.547, 4.053)
S (-3.332, 0.139, 3.654)
C (-2.242, -0.869, -0.214)
O (-3.267, -0.681, 0.409)
C (-2.250, -0.764, -1.726)
C (-3.167, 0.262, -2.300)
C (-1.453, -1.620, -2.396)
P (-1.444, -1.624, -4.219)
O (-0.090, -2.517, -4.429)
Cl (-0.631, 0.290, -4.598)
C (-0.637, -2.592, -1.603)
O (-0.397, -3.716, -2.015)
H (1.959, 2.141, 0.279)
H (1.819, 3.536, 1.341)
H (1.309, 3.660, -0.356)
H (4.497, 3.750, -1.662)
H (3.035, 2.762, -1.794)
H (4.315, 1.437, 0.166)
H (5.725, 2.042, -0.684)
H (3.450, 0.616, -2.124)
H (4.991, 1.042, -2.793)
H (4.530, -1.400, -2.216)
H (6.081, -0.805, -1.726)
H (5.273, -0.626, 0.609)
H (4.984, -2.223, -0.006)
H (3.060, -1.293, 1.276)
H (2.800, -0.119, -0.019)
H (3.011, -2.973, -0.796)
H (2.044, -1.702, -1.536)
H (1.257, -2.477, 1.279)
H (1.110, -3.740, 0.106)
H (0.491, -0.478, 1.771)
H (-1.049, 0.353, 1.784)
H (-1.648, -2.289, 2.730)
H (-0.141, -1.811, 3.465)
H (-1.817, -1.088, 4.985)
H (-1.029, 0.289, 4.243)
H (-2.922, 1.112, 2.834)
H (-3.945, 0.536, -1.598)
H (-3.616, -0.098, -3.225)
H (-2.583, 1.147, -2.549)
H (0.355, -2.212, -5.223)
C (-6.949, 1.498, 1.627)
F (-5.765, 1.098, 2.116)
F (-6.689, 2.172, 0.492)
F (-7.621, 0.393, 1.276)
S (-7.885, 2.527, 2.841)
O (-6.978, 3.635, 3.057)
O (-8.043, 1.618, 3.954)
O (-9.092, 2.840, 2.107)

Results
- Charge: -1
- Orbital gap: 6.204 eV
- F_max: 0.0238 Eh/bohr
- HOMO: -5.55 eV